# 1
Entry from the Open Molecules 2025 dataset: the molecule C4H5NO5 in a non-equilibrium geometry (the ωB97M-V functional and the def2-TZVPD basis).

```
15
Properties=species:S:1:pos:R:3:lowdin_charge:R:1
C -0.5289 -1.2484 -0.9381 -0.001
C 0.8366 -0.6996 -1.0375 -0.020
C -1.2930 -0.3906 -0.1943 -0.329
C 0.8547 0.4064 -0.2763 -0.326
N -0.4167 0.6429 0.2197 -0.046
O -2.5848 -0.1760 -0.0112 0.111
O 1.8524 1.2209 0.1575 0.103
O 0.0724 2.2283 2.9734 -0.004
O -0.7578 1.7476 0.8129 0.043
O -0.8628 1.5243 2.2972 -0.074
H -0.6681 -2.1655 -1.5045 0.103
H 1.7300 -0.9496 -1.5749 0.104
H -2.8837 -0.9396 0.4846 0.122
H 2.5185 1.4719 -0.4523 0.096
H -0.2720 3.1248 3.1704 0.118
```

highest occupied orbital energy: -7.950 eV
lowest unoccupied orbital energy: 0.7 eV
multiplicity: 1

# 2
Entry from the Open Molecules 2025 dataset: a structure of composition C4H5NOS in a non-equilibrium geometry (the ωB97M-V functional and the def2-TZVPD basis).

```
12
Properties=species:S:1:pos:R:3:lowdin_charge:R:1
C 0.5959 -0.1821 -0.1501 -0.448
C 0.3901 1.2595 0.3590 -0.126
C -0.4631 2.0388 -0.4638 -0.048
C 1.8709 -0.7847 -0.2109 -0.295
H -2.0855 0.5964 0.6457 -0.189
H 0.7259 1.6712 1.5890 0.205
H -0.8554 1.7842 -1.4558 0.063
H -0.7556 3.0804 0.0104 0.093
H 2.0536 -1.8840 -0.5145 0.153
N -0.3410 -1.0148 -0.3965 -0.186
O 2.7506 -0.1963 0.2799 0.095
S -2.0665 -0.6602 0.1911 0.684
```

highest occupied orbital energy: -9.454 eV
lowest unoccupied orbital energy: -0.3 eV
multiplicity: 1

# 3
Entry from the Open Molecules 2025 dataset: the molecule C4H5NOS in a non-equilibrium geometry (the ωB97M-V functional and the def2-TZVPD basis).

```
12
Properties=species:S:1:pos:R:3:lowdin_charge:R:1
C -0.6914 1.7793 -0.1573 -0.339
C -2.1033 -0.6454 0.0484 -0.557
C 0.4708 1.1858 -0.0483 -0.207
C 1.7215 0.8835 0.1358 -0.003
N -0.9654 -1.1243 -0.1725 -0.065
O -0.9731 -2.5519 -0.0531 -0.082
S -2.4291 1.0466 0.1011 0.895
H -0.7328 2.8268 -0.1896 0.038
H -2.9104 -1.1954 0.5114 0.078
H 2.2171 1.2842 1.0754 0.092
H -0.3176 -2.8864 -0.6917 0.092
H 2.2718 0.2731 -0.5651 0.057
```

highest occupied orbital energy: -8.441 eV
lowest unoccupied orbital energy: 0.7 eV
multiplicity: 1

# 4
Entry from the Open Molecules 2025 dataset: the molecule C4H5NOS in a non-equilibrium geometry (the ωB97M-V functional and the def2-TZVPD basis).

```
12
Properties=species:S:1:pos:R:3:lowdin_charge:R:1
C 0.0096 -0.7237 0.9586 -0.256
C -0.1335 0.4979 -0.0176 -0.120
C 0.5455 0.9346 -1.0660 -0.079
C 1.7945 0.1726 -1.6910 -0.210
H -3.2172 -0.8030 2.5627 -0.161
H 0.7939 -1.4570 0.9177 0.091
H -0.9775 1.1191 0.5089 0.058
H 0.2499 1.8790 -1.6590 0.118
H 2.0814 0.4169 -2.8971 0.162
N -0.8820 -1.0398 1.8408 -0.280
O 2.2389 -0.7672 -1.0267 -0.003
S -2.5035 -0.2293 1.5685 0.680
```

highest occupied orbital energy: -9.140 eV
lowest unoccupied orbital energy: -0.7 eV
multiplicity: 1

# 5
Entry from the Open Molecules 2025 dataset: the molecule C4H5NOS in a non-equilibrium geometry (the ωB97M-V functional and the def2-TZVPD basis).

```
12
Properties=species:S:1:pos:R:3:lowdin_charge:R:1
C -1.5571 -0.9921 1.0852 0.043
C -1.5823 -0.3877 -0.1492 -0.037
C -0.2450 0.3226 -0.5122 -0.599
C 1.9333 0.3131 -0.2277 -0.360
H -0.5994 -1.1796 1.5633 0.058
H -2.5720 -1.2476 1.6690 0.113
H -2.4391 0.0152 -0.5622 0.064
H 2.2199 1.1049 0.5232 0.091
H 2.6832 -0.5015 -0.5008 0.110
N -0.1270 1.4806 -1.1756 -0.182
O 0.6561 -0.3554 0.0048 -0.081
S 1.6293 1.4275 -1.7178 0.781
```

highest occupied orbital energy: -8.320 eV
lowest unoccupied orbital energy: 0.2 eV
multiplicity: 1

# 6
Entry from the Open Molecules 2025 dataset: a structure of composition C4H5NOS in a non-equilibrium geometry (the ωB97M-V functional and the def2-TZVPD basis).

```
12
Properties=species:S:1:pos:R:3:lowdin_charge:R:1
C 1.1046 0.2709 -0.3734 -0.275
C 0.4974 1.3268 -0.8914 -0.438
C -1.1392 -0.8559 0.6383 -0.378
C 0.8410 -0.9892 0.3180 -0.033
N -1.2868 0.5650 0.9145 -0.290
O -1.8618 -1.6734 0.1586 0.079
S -1.2111 1.4152 -0.6454 0.893
H 2.1113 0.2219 -0.5902 0.070
H 0.9598 2.1267 -1.5071 0.086
H 0.8121 -1.8798 -0.4311 0.124
H 1.4512 -1.2668 1.1558 0.069
H -2.2786 0.7385 1.2536 0.094
```

highest occupied orbital energy: -8.528 eV
lowest unoccupied orbital energy: 0.1 eV
multiplicity: 1

# 7
Entry from the Open Molecules 2025 dataset: the molecule C4H5NOS2 in a non-equilibrium geometry (the ωB97M-V functional and the def2-TZVPD basis).

```
13
Properties=species:S:1:pos:R:3:lowdin_charge:R:1
C 1.0798 -0.1172 -1.1145 -0.457
C 2.0713 0.4764 -0.3698 -0.132
C 1.5113 0.8236 0.9368 -0.147
C 0.0072 0.4736 0.9265 -0.802
H -0.4952 -1.5186 -1.7258 -0.065
H 2.8858 -0.1326 -0.3240 0.115
H 2.5643 1.3947 -0.8037 0.178
H 1.8767 0.1712 1.7483 0.133
H 1.4876 1.8578 1.3480 0.136
N -0.0843 -0.1787 -0.3086 -0.468
O 0.9663 -0.2911 -2.3590 0.033
S -1.4460 -1.0525 -0.8120 0.824
S -1.2713 0.5442 1.9692 0.651
```

highest occupied orbital energy: -8.890 eV
lowest unoccupied orbital energy: -0.2 eV
multiplicity: 1

# 8
Entry from the Open Molecules 2025 dataset: the molecule C4H5NOS2 in a non-equilibrium geometry (the ωB97M-V functional and the def2-TZVPD basis).

```
13
Properties=species:S:1:pos:R:3:lowdin_charge:R:1
C -0.7129 0.5446 0.6704 -0.250
C -2.1405 0.5535 0.5522 -0.447
C -1.6463 -1.6109 -0.8324 -0.260
C 0.0081 -0.2994 -0.0407 -0.193
N 2.5768 0.2763 -0.4144 -0.255
O 2.0330 -1.5449 1.1083 -0.374
S -2.9104 -0.7333 -0.2481 0.956
S 1.6688 -0.8667 -0.1049 0.574
H -0.4581 1.3615 1.3548 0.131
H -2.8157 1.3448 0.7340 0.034
H -1.4874 -2.4171 -1.4138 -0.050
H 2.9429 0.6474 -1.3225 0.052
H 1.5036 -1.8507 -1.1568 0.082
```

highest occupied orbital energy (alpha / beta): -8.201 / -8.201 eV
lowest unoccupied orbital energy (alpha / beta): -0.6 / -0.6 eV
multiplicity: 1

# 9
Entry from the Open Molecules 2025 dataset: the molecule C4H5NOS2 in a non-equilibrium geometry (the ωB97M-V functional and the def2-TZVPD basis).

```
13
Properties=species:S:1:pos:R:3:lowdin_charge:R:1
C 0.1963 -0.6300 0.1422 -0.163
C -0.7601 -1.6236 0.1174 -0.879
C -1.0243 1.3783 0.1849 -0.611
C 1.2734 1.4896 -0.2673 -0.008
N 0.0882 0.7728 0.0801 -0.219
O -0.2486 -2.8710 0.4668 -0.102
S -2.0086 2.6020 0.2374 0.844
S -2.4313 -1.5109 -0.2364 0.540
H 1.2201 -0.8797 0.4509 0.114
H 0.9970 2.2372 -1.1085 0.138
H 1.5876 1.9606 0.5674 0.056
H 2.0156 0.6149 -0.6286 0.156
H -0.9055 -3.5402 -0.0061 0.133
```

highest occupied orbital energy: -7.333 eV
lowest unoccupied orbital energy: -1.7 eV
multiplicity: 1

# 10
Entry from the Open Molecules 2025 dataset: the molecule C4H5NOS2 in a non-equilibrium geometry (the ωB97M-V functional and the def2-TZVPD basis).

```
13
Properties=species:S:1:pos:R:3:lowdin_charge:R:1
C 0.3575 -0.0540 -3.0942 -0.495
C -0.0544 0.4599 -0.7237 -0.688
C -0.7551 0.7049 0.5839 -0.052
C -0.0999 -0.1292 1.4487 -0.674
H -0.2568 -1.1575 -3.4166 0.128
H 0.5333 1.0098 -3.8703 0.079
H 1.4222 -0.3607 -2.5602 0.083
H -1.4745 1.5489 0.9272 0.139
H 1.3059 -1.2464 2.7726 -0.018
N 0.7458 -0.5576 -0.5832 0.013
O 0.7773 -0.8673 0.7387 -0.156
S -0.5432 1.1406 -2.1735 0.870
S -0.0603 -0.8183 3.1130 0.771
```

highest occupied orbital energy: -8.811 eV
lowest unoccupied orbital energy: 0.6 eV
multiplicity: 1

# 11
Entry from the Open Molecules 2025 dataset: the molecule C4H5NS in a non-equilibrium geometry (the ωB97M-V functional and the def2-TZVPD basis).

```
11
Properties=species:S:1:pos:R:3:lowdin_charge:R:1
C -0.2660 0.3964 -0.0650 -0.347
C -0.1251 1.6843 0.2143 0.065
C -1.5938 1.1570 0.0378 -0.083
C 0.2998 -0.9599 -0.3060 -0.253
N 1.5497 -0.8613 0.3968 -0.519
S 2.7723 -0.0878 -0.2500 0.712
H -2.0218 0.9973 -0.9280 0.069
H -2.2041 1.2784 0.9020 0.060
H -0.4827 -1.7926 -0.0419 0.165
H 0.5166 -1.0291 -1.3266 0.077
H 1.5549 -0.7826 1.3667 0.054
```

highest occupied orbital energy (alpha / beta): -7.665 / -7.666 eV
lowest unoccupied orbital energy (alpha / beta): -2.2 / -2.2 eV
multiplicity: 1

# 12
Entry from the Open Molecules 2025 dataset: the molecule C4H5NS in a non-equilibrium geometry (the ωB97M-V functional and the def2-TZVPD basis).

```
11
Properties=species:S:1:pos:R:3:lowdin_charge:R:1
C 0.1891 1.2539 0.1727 -0.898
C -0.7338 -0.8961 0.2216 -0.170
C 0.2909 -0.8212 -0.7666 -0.101
C 0.8109 0.4167 -0.9237 -0.057
H -1.0368 0.7817 1.5939 0.125
H -0.5356 -1.5617 1.0768 0.137
H -1.7092 -1.2600 -0.1723 0.136
H 0.8758 -1.6568 -1.1023 0.109
H 1.7120 0.6129 -1.5189 0.113
N -0.7478 0.4993 0.6888 0.003
S 0.8845 2.6313 0.7300 0.603
```

highest occupied orbital energy: -8.226 eV
lowest unoccupied orbital energy: 0.4 eV
multiplicity: 1

# 13
Entry from the Open Molecules 2025 dataset: the molecule C4H5NS in a non-equilibrium geometry (the ωB97M-V functional and the def2-TZVPD basis).

```
11
Properties=species:S:1:pos:R:3:lowdin_charge:R:1
C 1.2434 0.0129 -0.5341 -0.109
C 0.3579 -0.2551 0.6483 -0.315
C -1.0320 -0.3705 0.1702 -0.807
C -1.7885 0.8491 0.0469 -0.273
H 1.2839 -0.8201 -1.2849 0.096
H 0.8454 0.9445 -1.0380 0.100
H 2.2857 0.1714 -0.2503 0.074
H 0.3740 0.5758 1.3819 0.129
H 0.6392 -1.1827 1.1967 0.120
N -2.3845 1.8270 -0.1761 0.177
S -1.8247 -1.7523 -0.1607 0.808
```

highest occupied orbital energy: -9.560 eV
lowest unoccupied orbital energy: -1.4 eV
multiplicity: 1

# 14
Entry from the Open Molecules 2025 dataset: the molecule C4H5NS in a non-equilibrium geometry (the ωB97M-V functional and the def2-TZVPD basis).

```
11
Properties=species:S:1:pos:R:3:lowdin_charge:R:1
C 0.1209 1.3354 0.0372 -0.063
C 0.0398 -0.1313 0.0935 -0.523
C -1.3006 -0.6896 0.1016 -0.079
C -2.4361 -1.0785 0.0189 0.129
H -0.8481 1.8116 -0.0729 0.083
H 0.6988 1.7798 -0.8055 0.097
H 0.6716 1.5979 0.9185 0.076
H 2.9629 -1.8411 -0.2349 -0.142
H -3.4592 -1.2087 -0.1979 0.022
N 0.9517 -0.9998 0.1065 -0.328
S 2.5982 -0.5755 0.0350 0.729
```

highest occupied orbital energy: -8.839 eV
lowest unoccupied orbital energy: 0.8 eV
multiplicity: 1

# 15
Entry from the Open Molecules 2025 dataset: the molecule C4H5NS2 in a non-equilibrium geometry (the ωB97M-V functional and the def2-TZVPD basis).

```
12
Properties=species:S:1:pos:R:3:lowdin_charge:R:1
C -1.0587 1.4831 -0.1566 -0.308
C -1.4249 0.1907 -0.1029 -0.137
C -1.8851 -0.9480 0.2373 -0.041
C 1.4284 -0.4305 -0.0282 -0.843
N 0.1344 2.0014 0.0195 -0.420
S 1.5227 1.2788 0.2152 0.944
S 2.8925 -1.3540 -0.0296 0.716
H -1.8093 2.1884 -0.6021 0.124
H -2.2119 -1.3793 1.1579 0.054
H -1.7180 -1.7552 -0.5261 0.077
H 0.6003 -1.0625 -0.3562 -0.005
H 3.5296 -0.2128 0.1719 -0.163
```

highest occupied orbital energy (alpha / beta): -7.492 / -7.335 eV
lowest unoccupied orbital energy (alpha / beta): -0.4 / -0.7 eV
multiplicity: 1

# 16
Entry from the Open Molecules 2025 dataset: a structure of composition C4H5NaO in a non-equilibrium geometry (the ωB97M-V functional and the def2-TZVPD basis).

```
11
Properties=species:S:1:pos:R:3:lowdin_charge:R:1
H 1.5262 -1.7985 -0.1901 0.119
C 1.5712 0.4231 -0.8309 0.042
C 1.2381 -0.8028 -0.5118 0.033
C 0.1340 0.1305 -0.7686 -0.179
H 2.3233 1.1402 -1.1443 0.123
H -0.5619 0.0190 -1.6104 0.129
H -0.9791 1.4396 -0.2928 0.178
C -0.8740 0.6842 0.6875 -0.260
O -1.7806 -0.1833 0.9352 -0.168
Na -2.4752 -2.0185 2.2787 0.867
H -0.1220 0.9665 1.4475 0.115
```

highest occupied orbital energy (alpha / beta): -11.747 / -13.425 eV
total charge: +1
lowest unoccupied orbital energy (alpha / beta): -4.4 / -4.8 eV
multiplicity: 2

# 17
Entry from the Open Molecules 2025 dataset: a structure of composition C4H5NaO in a non-equilibrium geometry (the ωB97M-V functional and the def2-TZVPD basis).

```
11
Properties=species:S:1:pos:R:3:lowdin_charge:R:1
C 1.5687 -0.8758 1.3137 0.099
C 0.6165 0.0525 0.9782 -0.168
C -0.3475 -0.1489 -0.0166 -0.031
C -0.6683 0.9036 -0.9383 -0.234
O -1.6048 0.8475 -1.7453 -0.094
Na -3.2209 -0.0428 -2.8710 0.865
H 1.5651 -1.8715 0.8652 0.081
H 2.3103 -0.6671 2.0850 0.078
H -0.9897 -1.0338 0.0041 0.130
H 0.7159 1.0966 1.3406 0.130
H 0.0547 1.7396 -1.0157 0.145
```

highest occupied orbital energy (alpha / beta): -12.395 / -14.006 eV
total charge: +1
lowest unoccupied orbital energy (alpha / beta): -4.3 / -5.3 eV
multiplicity: 2

# 18
Entry from the Open Molecules 2025 dataset: a structure of composition C4H5NaO4 in a non-equilibrium geometry (the ωB97M-V functional and the def2-TZVPD basis).

```
14
Properties=species:S:1:pos:R:3:lowdin_charge:R:1
O -1.5149 -1.6847 -2.7438 0.120
C -0.6581 -0.8564 -2.6265 -0.514
O -0.4012 0.2815 -2.9610 0.038
O 0.5799 -1.2134 -1.2903 -0.208
C 0.1440 -1.5083 -0.0591 -0.228
C -0.0307 -0.5582 0.8768 -0.156
O 0.3762 0.7375 0.6456 -0.210
C 0.2968 1.6122 1.7598 -0.080
Na 1.4975 0.8085 -1.4884 0.717
H -0.4054 -2.4523 0.0549 0.122
H -0.7125 -0.7089 1.7169 0.117
H 0.6556 2.5947 1.4330 0.090
H -0.7488 1.6982 2.0923 0.096
H 0.9216 1.2496 2.5897 0.097
```

highest occupied orbital energy: -7.719 eV
lowest unoccupied orbital energy: -0.7 eV
multiplicity: 1

# 19
Entry from the Open Molecules 2025 dataset: a structure of composition C4H5NdO5 in a non-equilibrium geometry (the ωB97M-V functional and the def2-TZVPD basis).

```
15
Properties=species:S:1:pos:R:3:lowdin_charge:R:1
O 1.4804 1.5984 0.7360 -0.145
Nd 0.3968 4.0398 0.9808 1.820
O -0.4181 1.6839 1.8388 -0.131
C 0.6011 1.0441 1.4747 -0.808
O 0.6255 -0.2737 1.5883 0.069
O -1.4043 1.1673 -1.3900 0.049
C -1.6526 -0.0081 -1.2761 -0.207
C -0.6342 -1.0935 -1.0344 -0.157
O 0.6665 -0.6262 -0.8218 -0.070
C 1.2551 -0.9254 0.3922 -0.144
H -2.7012 -0.3793 -1.2944 0.136
H -0.6362 -1.7357 -1.9311 0.147
H -0.9985 -1.7251 -0.2028 0.147
H 2.3350 -0.7850 0.2927 0.149
H 1.0845 -1.9815 0.6471 0.145
```

highest occupied orbital energy (alpha / beta): -12.619 / -12.737 eV
total charge: +1
lowest unoccupied orbital energy (alpha / beta): -5.3 / -5.2 eV
multiplicity: 5

# 20
Entry from the Open Molecules 2025 dataset: a structure of composition C4H5NiO5SbSe4 in a non-equilibrium geometry (the ωB97M-V functional and the def2-TZVPD basis).

```
20
Properties=species:S:1:pos:R:3:lowdin_charge:R:1
Ni 0.4430 -0.0844 -0.0969 -0.376
O -0.0822 -0.7522 -3.0018 0.009
C -0.3373 -1.0423 -1.6704 -0.695
O -0.4668 -2.2039 -1.3282 0.046
C -1.3016 0.1450 -1.1911 -0.158
O -1.6692 0.1006 0.1949 -0.139
C -2.0190 1.4182 0.6669 -0.100
C -0.9378 2.5018 0.3512 -0.711
O -1.3788 3.5798 -0.0766 -0.039
O 0.2525 2.1466 0.5538 -0.066
H 0.0758 -1.6237 -3.3901 0.112
H -2.1667 -0.0105 -1.8458 0.149
H -0.9143 1.1254 -1.4936 0.133
H -2.1113 1.3170 1.7482 0.125
H -2.9753 1.7153 0.2303 0.114
Se 5.3024 -3.1589 2.2552 -0.424
Sb 3.5373 -1.6526 2.9667 -0.094
Se 1.9216 -0.6275 1.2457 0.161
Se 2.3796 -0.2763 -1.0311 0.368
Se 2.4479 -2.6174 4.9126 -0.414
```

highest occupied orbital energy (alpha / beta): -0.873 / -0.929 eV
total charge: -2
lowest unoccupied orbital energy (alpha / beta): 3.8 / 3.8 eV
multiplicity: 1

| no. | molecular weight (u) |
| --- | --- |
| 1 | 147.09 |
| 2 | 115.16 |
| 3 | 115.16 |
| 4 | 115.16 |
| 5 | 115.16 |
| 6 | 115.16 |
| 7 | 147.22 |
| 8 | 147.22 |
| 9 | 147.22 |
| 10 | 147.22 |
| 11 | 99.16 |
| 12 | 99.16 |
| 13 | 99.16 |
| 14 | 99.16 |
| 15 | 131.23 |
| 16 | 92.07 |
| 17 | 92.07 |
| 18 | 140.07 |
| 19 | 277.32 |
| 20 | 629.37 |